A 2-piece molecular cluster, C5H12NO overall. Source: the Open Molecules 2025 dataset; level of theory: ωB97M-V with the def2-TZVPD basis set.

Element x y z (Å)
C -0.3020 -2.2437 0.7548
O -0.6954 -1.4973 -0.2928
C 1.2422 -2.2665 0.9487
H -0.5946 -3.3235 0.6402
H -0.7249 -1.9235 1.7403
H 1.5368 -2.9075 1.7898
H 1.6070 -1.2627 1.1681
H 1.6970 -2.6356 0.0286
N -0.0491 0.5900 -1.9963
C -0.7578 1.6080 -1.2303
C 0.0804 2.7860 0.8197
C -0.2138 1.6742 0.1601
H -0.3914 0.5611 -2.9446
H -0.1960 -0.3257 -1.5315
H -1.8352 1.3700 -1.1394
H -0.7099 2.5844 -1.7420
H 0.4425 2.7542 1.8378
H -0.0130 3.7742 0.3909
H -0.1227 0.6840 0.5978

Cartesian forces, eV/Å:
0.5 -0.3 -0.3
-0.2 0.2 0.0
-0.4 -0.1 0.2
0.0 0.1 0.2
-0.1 0.0 0.0
0.0 -0.1 0.0
0.1 0.1 -0.2
0.1 0.1 0.0
0.4 0.2 0.1
-0.4 0.0 -0.3
0.1 -0.1 0.2
-0.1 0.1 -0.1
-0.2 -0.1 -0.1
0.0 0.1 0.1
0.1 0.0 0.1
0.2 -0.1 0.2
0.0 -0.1 0.1
-0.1 0.1 -0.2
0.1 0.0 0.1

Results
* orbital gap: 0.2515 Ha
* charge: -1
* 2S+1: 1
* HOMO energy: -2.864 eV
* energy above the lowest of the compared OMol25 structures with the same formula, charge and spin: 75.47 kJ/mol